No. 1
Molecular formula: C15H25N2O9
Method: DFT, ωB97M-V/def2-TZVPD

The value obtained for the total energy is -1373.332963 Ha. The calculation puts the highest occupied orbital energy at -5.2427 eV. As for the charge: -1. The relative energy (zero: lowest compared OMol25 entry of this formula, charge and spin) comes out at 0.0000 eV.

Last column: natural (NBO) charge in e.
Geometry (Å):
1 O 3.1377 -5.1006 -1.3031  -0.65
2 O 0.4479 0.6724 -1.3322  -0.79
3 O 5.3715 -0.7342 -0.4162  -0.63
4 O -0.8526 -0.4499 0.0453  -0.76
5 O -5.1857 5.0872 2.8171  -0.74
6 O -1.2151 2.5153 -1.8385  -0.80
7 O -3.8410 1.9415 -2.3369  -0.75
8 O -4.7055 1.7203 0.3564  -0.75
9 O -2.1502 4.9941 0.1960  -0.51
10 C 2.8515 -4.6977 -0.1838  0.68
11 C 0.1742 -0.3487 -0.6596  0.77
12 C 5.0508 -1.9153 -0.3476  0.67
13 N 6.0330 -2.7696 -0.0269  -0.61
14 N 3.1102 -3.4683 0.2515  -0.61
15 C 2.1940 -5.6242 0.8079  -0.71
16 C 6.0353 -4.2302 -0.0071  -0.42
17 C -5.2345 3.9233 1.9842  -0.05
18 C 1.1221 -1.5554 -0.7162  -0.50
19 C -2.1689 2.6132 -0.7727  0.01
20 C -3.5332 2.9542 -1.3707  0.06
21 C -1.7319 3.6425 0.2711  0.08
22 C -4.6232 2.9987 -0.2876  0.11
23 C -2.8816 4.2435 1.1466  0.06
24 C -4.3621 4.1198 0.7404  -0.29
25 C 2.5899 -1.1712 -0.4508  -0.39
26 C 3.5770 -2.3540 -0.5922  -0.14
27 H -5.6755 4.9330 3.6416  0.47
28 H -0.5094 1.8341 -1.6002  0.52
29 H -2.9908 1.7099 -2.7669  0.50
30 H -4.3963 1.0378 -0.2735  0.49
31 H 6.9131 -2.3083 0.1421  0.40
32 H 2.8082 -3.2304 1.1811  0.40
33 H 1.2323 -5.2041 1.0977  0.23
34 H 2.8351 -5.7303 1.6798  0.22
35 H 2.0412 -6.5937 0.3370  0.24
36 H 5.4811 -4.5957 0.8583  0.19
37 H 5.5836 -4.6155 -0.9232  0.22
38 H 7.0614 -4.5949 0.0533  0.20
39 H -4.8851 3.0510 2.5480  0.18
40 H -6.2696 3.7335 1.6808  0.16
41 H 0.8012 -2.2937 0.0232  0.19
42 H 1.0520 -2.0185 -1.7035  0.21
43 H -2.2403 1.6412 -0.2771  0.22
44 H -3.4641 3.9299 -1.8634  0.18
45 H -0.7670 3.4362 0.7442  0.19
46 H -5.5787 3.1986 -0.7841  0.16
47 H -2.6754 4.4447 2.2025  0.18
48 H -4.6479 5.0630 0.2649  0.22
49 H 2.6663 -0.7638 0.5590  0.20
50 H 2.8799 -0.3966 -1.1615  0.25
51 H 3.5352 -2.6739 -1.6343  0.25

Cartesian forces, eV/Å:
0.110 0.230 -0.145
1.299 -0.020 -0.619
-0.666 0.063 -0.208
0.236 -0.538 0.129
-0.025 0.220 0.145
-0.906 0.470 0.210
-0.062 0.096 0.135
0.102 0.055 -0.127
0.713 0.472 -0.317
-0.086 -1.286 -0.752
-1.325 0.207 0.640
-0.353 1.342 0.223
0.593 -1.629 0.283
0.821 1.259 0.091
-0.091 0.103 -0.046
-0.332 0.315 -0.133
-0.165 -0.267 0.058
0.724 -0.118 0.151
1.052 0.672 -0.331
0.543 -0.077 -0.061
-2.411 -0.550 1.390
0.356 -0.561 -0.387
0.867 -0.898 -1.147
0.466 -0.627 0.663
0.026 -0.117 -0.237
-0.223 0.052 0.101
0.274 -0.127 -0.568
-0.322 -0.193 0.115
-0.297 0.274 0.461
-0.187 0.581 0.259
-0.146 0.113 -0.099
-0.090 0.125 0.009
-0.062 -0.061 0.205
-0.072 -0.062 0.218
0.049 0.117 0.049
0.045 -0.199 -0.066
-0.036 -0.138 0.164
-0.055 0.160 -0.013
-0.007 0.018 -0.163
0.009 -0.056 -0.068
-0.191 0.122 -0.122
-0.083 0.015 -0.094
0.149 -0.001 0.172
-0.087 0.043 0.003
-0.211 0.299 -0.151
-0.120 0.030 -0.007
-0.028 0.165 -0.350
0.070 0.039 0.041
0.125 0.176 0.024
0.041 0.053 0.236
-0.031 -0.360 0.034

No. 2
Molecular formula: C15H25NO2
Method: DFT, ωB97M-V/def2-TZVPD

The value obtained for the total energy is -791.784567 Ha. The calculation puts the highest occupied orbital energy at -8.0874 eV. Its structure (SMILES) is Cc1cc(C)cc(OCCCCCNCCO)c1. The relative energy (zero: lowest compared OMol25 entry of this formula, charge and spin) comes out at 1.2209 eV.

Last column: natural (NBO) charge in e.
Geometry (Å):
1 C 2.4585 1.6974 -0.2740  -0.63
2 C 2.3885 0.3961 0.4723  0.01
3 C 3.5164 -0.1228 1.0850  -0.26
4 C 3.4556 -1.3179 1.7943  0.01
5 C 4.6893 -1.8644 2.4489  -0.63
6 C 2.2476 -1.9821 1.8871  -0.27
7 C 1.1005 -1.4712 1.2779  0.32
8 O -0.0313 -2.2086 1.4590  -0.50
9 C -1.2548 -1.7699 0.9034  -0.06
10 C -1.3737 -2.0815 -0.5901  -0.43
11 C -2.8057 -1.9518 -1.1039  -0.39
12 C -3.3803 -0.5351 -1.0461  -0.41
13 C -2.6082 0.4787 -1.8993  -0.22
14 N -1.4489 1.0065 -1.1910  -0.65
15 C -1.7352 2.1209 -0.3027  -0.25
16 C -1.7432 3.4776 -1.0245  -0.08
17 O -0.5119 3.7294 -1.6610  -0.72
18 C 1.1784 -0.2814 0.5668  -0.31
19 H 2.2673 2.5276 0.4085  0.21
20 H 3.4459 1.8436 -0.7057  0.22
21 H 1.7191 1.7279 -1.0709  0.21
22 H 4.4579 0.4027 1.0094  0.20
23 H 4.4910 -2.8291 2.9081  0.21
24 H 5.4872 -1.9824 1.7171  0.22
25 H 5.0434 -1.1795 3.2190  0.22
26 H 2.1645 -2.9099 2.4318  0.21
27 H -1.4004 -0.7011 1.0906  0.18
28 H -2.0165 -2.3307 1.4553  0.19
29 H -0.7198 -1.4209 -1.1570  0.22
30 H -1.0342 -3.1086 -0.7438  0.21
31 H -3.4544 -2.6122 -0.5224  0.20
32 H -2.8322 -2.2956 -2.1408  0.20
33 H -3.4067 -0.1914 -0.0121  0.20
34 H -4.4108 -0.5746 -1.4065  0.21
35 H -2.2557 -0.0180 -2.8061  0.20
36 H -3.2949 1.2827 -2.2082  0.17
37 H -0.7576 1.3263 -1.8660  0.37
38 H -2.6973 1.9614 0.1869  0.20
39 H -0.9565 2.1439 0.4709  0.19
40 H -2.4886 3.4812 -1.8234  0.18
41 H -1.9903 4.2782 -0.3134  0.16
42 H 0.1856 3.7332 -0.9946  0.47
43 H 0.3120 0.1254 0.0712  0.23

Cartesian forces, eV/Å:
0.005 -0.028 0.091
0.175 -0.090 0.083
-0.082 0.065 -0.076
-0.127 -0.025 -0.008
-0.024 0.020 0.001
-0.112 -0.010 -0.046
0.150 0.006 0.099
0.356 -0.035 0.087
-0.248 0.013 -0.385
-0.005 -0.071 0.229
0.117 0.183 0.126
0.086 -0.068 -0.342
-0.298 -0.034 0.225
0.275 0.068 -0.252
0.120 0.322 -0.273
-0.385 -0.266 0.393
0.458 0.005 -0.140
-0.257 -0.120 0.057
-0.012 0.110 -0.005
0.037 0.065 -0.060
-0.056 0.048 -0.111
0.131 0.074 -0.031
0.046 -0.071 0.050
0.081 -0.038 0.000
0.066 -0.007 0.062
0.004 -0.130 0.076
0.003 -0.021 0.039
0.029 0.123 -0.060
0.089 -0.056 -0.011
0.045 0.001 0.021
-0.028 -0.093 -0.050
-0.074 -0.056 -0.009
-0.108 0.099 0.079
-0.052 0.037 0.088
-0.030 0.045 -0.044
0.054 -0.055 -0.072
-0.061 -0.069 0.103
0.017 -0.011 0.094
-0.113 0.077 0.102
-0.016 0.013 0.094
-0.035 -0.070 -0.080
-0.031 0.041 -0.044
-0.188 0.008 -0.098

No. 3
Molecular formula: C15H25NO3
Method: DFT, ωB97M-V/def2-TZVPD

The value obtained for the total energy is -866.994706 Ha. The calculation puts the highest occupied orbital energy at -7.6983 eV. Its structure (SMILES) is CCOc1cccc(OCCCNCCCOC)c1. The relative energy (zero: lowest compared OMol25 entry of this formula, charge and spin) comes out at 3.0436 eV.

Last column: natural (NBO) charge in e.
Geometry (Å):
1 C 2.4776 2.3601 0.4597  -0.65
2 C 3.0734 2.0851 -0.9181  -0.06
3 O 2.0915 2.0119 -1.9308  -0.52
4 C 1.3231 0.8911 -2.0486  0.40
5 C 0.3093 0.9593 -3.0074  -0.33
6 C -0.5112 -0.1280 -3.2106  -0.17
7 C -0.3553 -1.2953 -2.4816  -0.37
8 C 0.6442 -1.3689 -1.5215  0.47
9 O 0.9625 -2.4578 -0.7667  -0.53
10 C 0.0648 -3.5327 -0.6070  -0.06
11 C -0.8204 -3.3898 0.6370  -0.42
12 C -1.8998 -2.3164 0.5142  -0.21
13 N -1.3153 -1.0011 0.4111  -0.65
14 C -2.2807 0.0670 0.2987  -0.21
15 C -1.5839 1.4245 0.3395  -0.42
16 C -1.1458 1.8330 1.7428  -0.06
17 O -0.1235 0.9778 2.2102  -0.56
18 C 0.3492 1.3302 3.4825  -0.24
19 C 1.4842 -0.2730 -1.3160  -0.42
20 H 3.2754 2.4442 1.1934  0.21
21 H 1.9195 3.2934 0.4362  0.21
22 H 1.8021 1.5618 0.7570  0.23
23 H 3.7121 2.9207 -1.2209  0.19
24 H 3.6840 1.1742 -0.9036  0.17
25 H 0.1908 1.8696 -3.5726  0.22
26 H -1.2924 -0.0716 -3.9547  0.21
27 H -1.0227 -2.1203 -2.6701  0.21
28 H 0.7035 -4.4149 -0.4815  0.19
29 H -0.5545 -3.6848 -1.4951  0.17
30 H -0.1784 -3.1540 1.4881  0.20
31 H -1.2983 -4.3538 0.8227  0.21
32 H -2.4948 -2.4894 -0.3905  0.18
33 H -2.5884 -2.4075 1.3792  0.16
34 H -0.6964 -0.8164 1.1943  0.38
35 H -2.7898 -0.0478 -0.6654  0.19
36 H -3.0541 0.0236 1.0918  0.15
37 H -2.2642 2.1912 -0.0338  0.21
38 H -0.7129 1.3800 -0.3136  0.23
39 H -0.7745 2.8703 1.7267  0.17
40 H -2.0036 1.7945 2.4347  0.16
41 H -0.4507 1.2826 4.2328  0.17
42 H 1.1287 0.6150 3.7375  0.19
43 H 0.7692 2.3439 3.4829  0.17
44 H 2.2467 -0.3814 -0.5628  0.22

Cartesian forces, eV/Å:
0.018 -0.128 -0.422
0.240 0.099 0.376
-0.253 -0.101 -0.163
-0.189 -0.105 -0.189
0.095 0.222 0.044
0.110 0.090 0.065
0.001 -0.448 0.087
0.226 0.261 -0.357
0.130 0.337 -0.050
-0.300 -0.384 0.334
-0.011 0.289 -0.479
-0.009 -0.127 0.210
0.033 -0.072 0.450
0.002 0.129 -0.078
-0.039 -0.215 0.432
-0.194 0.284 -0.237
-0.023 -0.211 -0.208
0.009 0.029 0.111
0.172 -0.031 0.087
0.080 0.012 0.114
-0.049 0.101 0.033
-0.048 -0.036 0.097
-0.028 -0.185 0.037
-0.029 0.088 -0.060
-0.007 0.113 -0.072
-0.061 -0.001 -0.059
-0.058 -0.086 0.032
-0.125 0.115 -0.108
0.079 -0.013 0.005
0.030 -0.088 0.095
0.037 -0.046 0.052
-0.049 -0.069 0.026
0.017 0.014 -0.181
-0.021 -0.045 -0.045
-0.058 0.018 0.062
0.012 0.014 -0.110
0.024 0.060 -0.019
0.025 0.106 -0.100
-0.025 -0.081 0.043
0.076 0.023 -0.047
0.047 0.003 -0.013
0.012 0.049 0.084
0.004 -0.023 0.007
0.095 0.038 0.115

No. 4
Molecular formula: C15H25O6S3
Method: DFT, ωB97M-V/def2-TZVPD

The value obtained for the total energy is -2232.555305 Ha. The calculation puts the highest occupied orbital energy at -4.7563 eV. As for the charge: -1.

Last column: natural (NBO) charge in e.
Geometry (Å):
1 O 2.4828 -2.8138 1.2188  -0.79
2 C 2.3768 -1.7809 1.9128  0.78
3 O 2.4745 -1.6226 3.1473  -0.75
4 C 2.0642 -0.4772 1.0933  -0.64
5 C 0.9141 0.2880 1.6585  0.61
6 O 1.0483 1.3490 2.2430  -0.61
7 C -0.4656 -0.2598 1.4224  -0.18
8 C -1.5698 0.4586 1.8854  -0.18
9 C -2.8576 0.0160 1.6253  -0.20
10 C -3.0537 -1.1711 0.9305  -0.18
11 C -1.9606 -1.9090 0.4999  -0.24
12 C -0.6653 -1.4668 0.7479  -0.12
13 H 1.8238 -0.7658 0.0700  0.22
14 H 2.9318 0.1806 1.0691  0.22
15 H -1.4106 1.3704 2.4446  0.21
16 H -3.7015 0.6001 1.9657  0.21
17 H -4.0569 -1.5203 0.7246  0.20
18 H -2.1006 -2.8366 -0.0402  0.21
19 H 0.1854 -2.0511 0.4203  0.24
20 C 1.8019 -6.8896 -1.0521  -0.84
21 S 1.9817 -5.0956 -0.9790  1.32
22 O 1.1224 -4.5627 -2.0740  -1.00
23 C 3.6671 -5.0547 -1.5944  -0.83
24 H 0.7891 -7.1257 -0.7327  0.23
25 H 1.9599 -7.2397 -2.0736  0.21
26 H 2.5182 -7.3506 -0.3714  0.22
27 H 3.7125 -5.5341 -2.5735  0.21
28 H 4.3210 -5.5574 -0.8821  0.22
29 H 3.9496 -4.0074 -1.6711  0.25
30 C -1.2964 2.0546 -1.5066  -0.83
31 S -3.0553 2.3946 -1.4761  1.26
32 O -3.7145 1.1645 -0.9620  -1.00
33 C -3.2903 2.4016 -3.2618  -0.83
34 H -0.9675 1.9673 -0.4732  0.25
35 H -1.1193 1.1167 -2.0344  0.22
36 H -0.7772 2.8846 -1.9851  0.24
37 H -2.9717 1.4431 -3.6725  0.23
38 H -2.7155 3.2187 -3.6984  0.22
39 H -4.3506 2.5533 -3.4538  0.23
40 C -0.0218 4.2267 2.0225  -0.83
41 S -0.5463 5.3877 0.7634  1.24
42 O -0.7329 4.6209 -0.4996  -1.01
43 C 1.0366 6.2297 0.6205  -0.83
44 H -0.8535 3.5588 2.2297  0.25
45 H 0.8221 3.6404 1.6626  0.27
46 H 0.2460 4.7705 2.9289  0.22
47 H 1.8042 5.5048 0.3500  0.23
48 H 1.2774 6.7085 1.5696  0.22
49 H 0.9436 6.9829 -0.1594  0.23

Cartesian forces, eV/Å:
0.114 -0.083 0.005
0.035 -0.034 0.502
-0.015 -0.060 -0.544
-0.132 0.227 -0.291
0.012 0.052 -0.073
-0.004 0.075 0.056
-0.059 -0.215 0.161
-0.155 -0.166 -0.160
0.231 -0.079 0.202
0.127 -0.050 0.049
0.088 -0.004 0.058
-0.121 0.328 0.013
0.071 -0.039 -0.022
0.080 -0.045 0.206
0.101 0.007 -0.010
-0.059 -0.018 -0.047
-0.022 0.044 -0.050
-0.050 -0.018 0.005
-0.025 -0.064 0.004
0.119 -0.098 -0.077
-0.253 0.095 0.187
0.019 -0.045 -0.122
0.108 -0.023 -0.027
-0.011 0.032 0.009
-0.006 0.042 -0.005
-0.019 -0.006 0.023
-0.049 0.010 0.006
0.005 0.036 0.025
-0.027 0.019 0.054
0.113 -0.115 -0.221
0.166 0.076 0.105
-0.270 -0.012 -0.177
0.037 -0.017 -0.095
-0.012 0.023 -0.044
-0.121 -0.069 0.032
-0.050 -0.072 0.106
0.003 -0.012 0.038
0.003 0.007 0.019
-0.013 -0.003 0.025
0.043 -0.015 -0.051
-0.002 0.108 0.142
0.080 0.214 0.044
0.057 0.041 -0.027
-0.021 -0.009 -0.023
-0.027 -0.050 0.006
-0.029 0.027 -0.015
-0.030 -0.030 0.004
-0.007 0.000 -0.001
-0.024 -0.006 -0.005

No. 5
Molecular formula: C15H26B2F4NO16Tl
Method: DFT, ωB97M-V/def2-TZVPD

The value obtained for the total energy is -2466.650661 Ha. The calculation puts the highest occupied orbital energy at -9.0486 eV. The relative energy (zero: lowest compared OMol25 entry of this formula, charge and spin) comes out at 2.0477 eV.

Last column: natural (NBO) charge in e.
Geometry (Å):
1 Tl 2.7676 1.4096 -4.7152  0.99
2 B 1.3889 -0.2879 -0.4454  -0.61
3 H 2.3029 0.2446 -0.2327  0.05
4 H 1.5908 -0.9989 -1.2315  0.07
5 H 0.9572 -0.9092 0.3240  0.06
6 H 0.6954 0.4421 -0.8333  0.01
7 B 6.0916 3.9149 -1.4773  -0.59
8 H 6.9689 4.4186 -1.1018  0.04
9 H 5.2099 3.9975 -0.8608  0.04
10 H 5.7828 4.2781 -2.4453  0.06
11 H 6.3670 2.8804 -1.6122  0.06
12 C -4.4561 3.6022 -5.3648  -0.75
13 C -3.0229 3.1480 -5.2699  0.75
14 O -2.6830 2.0383 -5.7004  -0.47
15 O -2.2469 3.7701 -4.5436  -0.44
16 H -4.8621 4.3159 -4.6480  0.25
17 H -5.0950 2.7212 -5.4272  0.25
18 H -4.6037 4.0883 -6.3291  0.24
19 C 0.4046 -7.1260 -1.8913  -0.12
20 C -0.4362 -7.7031 -3.0304  0.46
21 O -0.6385 -6.5198 -3.8393  -0.50
22 C 0.4336 -5.7274 -3.7740  0.98
23 O 0.9317 -5.0023 -4.6514  -0.57
24 O 1.1141 -6.2163 -2.7124  -0.51
25 F -1.5854 -8.1508 -2.5294  -0.31
26 H 1.0587 -7.9210 -1.5333  0.21
27 H -0.2541 -6.6291 -1.1790  0.21
28 H 0.1163 -8.5273 -3.4814  0.16
29 C 1.2758 0.5042 5.9925  -0.13
30 C 2.0734 -0.5923 5.4162  0.43
31 O 1.0913 -1.5746 5.4870  -0.50
32 C 0.0598 -1.1840 6.3410  0.96
33 O -0.8669 -1.9064 6.6343  -0.56
34 O 0.2617 0.0317 6.7784  -0.45
35 F 3.0245 -0.8626 6.2355  -0.31
36 H 0.8935 1.0353 5.1208  0.18
37 H 1.8740 1.2436 6.5249  0.21
38 H 2.3262 -0.2978 4.3977  0.17
39 C -5.1949 -1.6266 -1.1298  -0.13
40 C -6.6093 -1.5700 -0.5851  0.44
41 O -7.2500 -2.8291 -0.8568  -0.48
42 C -6.1574 -3.6832 -1.1514  0.96
43 O -6.2388 -4.9358 -1.3229  -0.56
44 O -4.9756 -2.9834 -1.1110  -0.48
45 F -7.2734 -0.6522 -1.2733  -0.32
46 H -4.4365 -1.0471 -0.6032  0.21
47 H -5.0258 -1.2311 -2.1314  0.20
48 H -6.6615 -1.5485 0.5035  0.16
49 C -2.6809 6.1427 1.0664  -0.13
50 C -1.9692 5.1031 1.8576  0.43
51 O -3.0482 4.2454 2.1184  -0.48
52 C -4.1450 4.8959 2.2540  0.97
53 O -5.1880 4.4129 2.6801  -0.57
54 O -3.9231 6.1317 1.7330  -0.49
55 F -1.4119 5.5474 2.9874  -0.33
56 H -2.8851 5.8148 0.0472  0.21
57 H -2.2605 7.1385 1.2065  0.22
58 H -1.1620 4.5878 1.3371  0.17
59 C 8.3485 -0.4642 2.2200  -0.52
60 N 9.7019 -0.0879 1.7161  0.54
61 O 10.5216 -0.9461 1.7109  -0.35
62 O 9.8606 1.0505 1.3063  -0.38
63 H 7.6080 -0.2878 1.4398  0.24
64 H 8.1200 0.2979 2.9650  0.23
65 H 8.0251 -1.4236 2.6239  0.24

Cartesian forces, eV/Å:
-0.072 -0.025 0.331
-0.429 0.676 0.361
4.003 2.295 0.024
1.929 -3.697 -2.797
-2.408 -2.566 2.597
-3.026 3.465 -0.426
0.225 0.289 0.827
3.249 1.470 2.458
-3.531 1.617 2.564
-2.146 0.688 -4.424
1.990 -4.197 -1.543
-0.442 0.025 -1.418
-2.814 0.120 1.315
0.900 -0.625 -0.698
1.794 0.678 0.429
0.600 -0.215 0.408
0.015 -0.111 0.258
0.126 0.083 -0.223
-0.747 -0.385 -2.112
0.477 1.097 1.788
-1.868 -0.889 -1.333
2.852 -0.882 -2.159
-2.418 -1.710 3.367
2.659 2.242 1.176
-1.077 -0.233 -0.483
0.126 0.613 0.453
0.349 -0.070 0.271
-0.342 0.262 -0.979
1.260 4.603 -1.247
-3.574 1.322 -0.312
-0.971 -1.335 -0.340
-1.862 -3.552 0.202
1.797 1.304 -0.658
-0.437 -0.042 0.615
3.644 -1.456 1.475
-0.634 0.289 0.065
0.051 -0.220 0.224
0.718 -0.917 -0.049
0.078 1.050 -0.113
-0.194 -0.585 -0.064
3.227 -1.160 -1.016
-0.933 -4.549 0.001
0.330 6.191 0.704
-0.184 -2.813 -0.239
-1.024 1.300 0.217
-0.183 -0.499 0.908
-0.953 -0.103 -0.424
-0.145 1.171 0.033
-0.238 0.769 0.529
0.768 -1.012 -1.613
3.308 -3.002 0.795
-4.292 0.371 0.346
2.452 1.782 -0.983
-2.203 0.687 0.645
-0.047 0.595 1.150
0.595 0.277 -0.184
0.077 -0.124 -0.506
-0.409 -0.360 -0.195
-2.070 1.631 0.292
-1.216 0.252 -0.373
1.609 -1.309 0.037
-0.393 -0.477 0.437
0.414 0.315 -0.377
0.041 -0.031 0.058
1.621 -0.379 -0.077